312
Properties=species:S:1:pos:R:3:forces:R:3 method="wB97M-V/def2-TZVPD" max_force_ha_per_bohr=0.078 homo_lumo_gap_ev=8.314 spin_multiplicity=1 e_homo_ev=-7.92 charge=0
O -21.617821 22.999358 9.263086 -0.175 -0.390 0.377
P -22.051865 21.702001 8.684518 0.863 0.301 -0.531
N -23.542570 21.612410 7.970524 0.401 -0.382 0.457
C -24.745904 21.669874 8.768484 -0.454 1.085 -0.266
C -23.766320 22.329147 6.733807 -0.158 1.300 -1.016
N -22.038418 20.466167 9.797872 0.251 -0.564 0.882
C -21.146000 20.521082 11.004045 -0.494 0.150 -0.200
C -22.627636 19.120577 9.572605 0.281 0.988 -0.158
N -21.076286 21.415771 7.378215 0.670 0.584 -0.246
C -21.267355 20.413605 6.361844 -0.616 -1.015 0.891
C -19.880961 22.241505 7.110453 0.331 -0.245 0.035
H -24.659932 21.545075 9.835260 0.485 -0.321 0.254
H -25.396910 20.945401 8.339619 -0.986 -0.686 0.055
H -25.201584 22.660719 8.597635 -0.048 -0.248 0.359
H -23.438216 23.415167 6.815547 -0.446 -1.067 -0.160
H -24.857868 22.309977 6.516341 0.739 0.099 0.172
H -23.295788 21.904216 5.833353 0.104 0.030 0.541
H -20.936484 21.570099 11.222517 -0.055 -0.115 -0.001
H -21.664461 20.075326 11.881213 0.097 0.306 -0.585
H -20.167336 19.998865 10.927536 -0.593 0.097 -0.487
H -21.813214 18.394780 9.376066 -0.585 0.135 0.094
H -23.183562 18.870690 10.488328 0.174 -0.276 -0.310
H -23.335627 19.169296 8.723433 0.475 -0.159 0.420
H -22.292619 20.034899 6.315030 0.145 -0.275 0.640
H -21.178243 20.835098 5.401157 0.614 0.682 -1.341
H -20.544001 19.595073 6.483673 -0.262 -0.030 -0.207
H -20.111482 23.280387 6.848246 -0.168 -0.158 -0.189
H -19.331487 21.734432 6.296599 -0.242 0.483 0.208
H -19.163944 22.305693 7.936236 -0.318 -0.191 0.215
O -12.784728 23.343597 8.360939 -0.661 -0.054 0.130
P -13.303077 22.160550 9.100053 0.532 -0.170 -0.810
N -13.562743 20.848279 8.061517 0.179 1.775 1.165
C -14.835284 20.192979 7.969369 0.116 -1.720 -0.010
C -12.477869 20.508563 7.133098 -0.838 -0.457 -0.271
N -14.678850 22.545251 10.008108 1.388 0.727 -1.495
C -15.556858 23.525732 9.360235 0.329 -0.290 -1.170
C -15.294265 21.735173 11.002521 0.045 -1.227 0.003
N -12.114977 21.629508 10.145634 -0.024 0.106 0.547
C -11.312704 20.455104 9.910413 0.068 -0.693 -0.749
C -11.290872 22.740400 10.608223 0.464 -0.243 0.425
H -14.779887 19.222249 8.552023 -0.263 0.480 -1.005
H -15.039562 20.029211 6.884778 -0.262 -0.168 0.843
H -15.670476 20.714100 8.447133 0.337 0.404 -0.366
H -12.079616 19.502490 7.361770 0.018 0.408 -0.156
H -11.699727 21.267260 7.183726 0.009 -0.090 0.080
H -12.848582 20.503538 6.090745 0.055 0.026 0.389
H -16.046740 24.158838 10.087282 -0.090 0.120 0.306
H -14.955823 24.151179 8.660830 -0.411 -0.398 0.614
H -16.324271 23.004982 8.754127 0.010 0.278 0.222
H -15.811094 20.865980 10.551025 -0.047 0.220 0.419
H -14.577859 21.373535 11.736654 0.208 -0.119 -0.108
H -16.000619 22.333926 11.540345 -0.572 0.312 0.292
H -10.631799 20.502239 9.039366 -0.061 0.428 0.270
H -10.682118 20.215301 10.769933 -0.334 0.057 0.115
H -11.969289 19.629184 9.675564 -0.112 -0.405 0.245
H -10.736107 23.159692 9.744589 -0.417 0.378 0.667
H -10.551719 22.325995 11.310052 -0.205 0.182 -0.069
H -11.928447 23.428192 11.182259 0.443 0.262 -0.561
O -21.548663 31.389084 7.435567 1.347 -0.914 -0.500
P -22.856401 31.690542 8.007635 -0.909 0.721 0.277
N -23.753613 32.372754 6.764331 -0.815 0.252 0.967
C -23.031940 32.944125 5.624375 1.011 0.844 1.183
C -25.229638 32.591626 6.754342 1.182 0.949 0.200
N -22.695822 32.770293 9.291220 -0.697 -0.030 0.422
C -21.827424 32.424493 10.443773 -1.377 0.583 -0.604
C -22.783181 34.216766 9.128751 0.241 0.857 -0.431
N -23.668993 30.373689 8.638708 -0.230 1.328 0.419
C -24.723002 30.491544 9.654173 1.149 0.331 0.533
C -23.391659 29.034273 8.195934 1.533 -0.241 -0.293
H -23.633080 32.703177 4.769387 0.059 0.059 -0.853
H -22.009004 32.499429 5.597913 -1.012 0.183 -0.265
H -22.870615 34.065411 5.724038 -0.460 -1.060 -0.226
H -25.547608 32.394141 5.736128 -0.424 -0.455 -0.033
H -25.539288 33.654199 6.928101 0.523 -0.553 0.104
H -25.731735 31.990073 7.513738 0.085 -0.203 -0.324
H -21.852927 31.388969 10.681289 -0.153 -1.050 -0.068
H -20.799463 32.704301 10.306272 0.576 0.360 -0.205
H -22.269138 32.949936 11.284805 0.286 0.128 0.346
H -23.512878 34.546798 8.372462 0.293 -0.579 -0.044
H -23.138006 34.767803 10.041188 0.581 -0.840 -0.393
H -21.780700 34.613029 8.814746 -0.747 0.005 0.374
H -24.924431 31.533799 9.840029 -0.310 0.438 -0.265
H -25.608838 29.982492 9.319674 -0.507 -0.274 -0.031
H -24.430433 30.147552 10.675133 0.037 -0.388 -0.766
H -22.857305 28.516189 8.987857 -0.369 -0.391 0.417
H -22.597131 29.004893 7.406538 -1.067 0.262 0.132
H -24.309325 28.501322 7.939371 0.135 -0.061 -0.240
O -17.122895 28.797726 10.934977 -1.280 -0.385 -0.836
P -15.781019 29.093521 11.421085 1.315 -0.088 0.838
N -14.418411 28.484346 10.604175 -0.508 2.362 -0.149
C -14.051419 29.056993 9.282066 -1.091 -0.681 0.677
C -14.270137 27.076086 10.577518 0.533 -1.749 1.339
N -15.595962 28.378941 12.930817 -0.688 0.189 -1.357
C -16.851219 28.188104 13.663705 -0.661 0.036 0.445
C -14.346649 28.337023 13.632426 0.293 0.783 0.507
N -15.606482 30.753783 11.495109 2.117 1.033 0.902
C -14.326714 31.318186 12.055504 -0.161 -0.243 -0.372
C -16.713079 31.686258 11.728731 -1.348 -2.297 -0.175
H -14.545937 28.431032 8.539668 -0.297 0.344 -0.430
H -13.000267 28.923958 9.073017 0.461 0.388 0.298
H -14.405470 30.078498 9.246180 0.256 0.246 -0.327
H -13.916473 26.699786 11.549510 0.038 0.094 -0.118
H -13.481957 26.805803 9.868483 -0.407 -0.133 -0.105
H -15.203113 26.525786 10.432117 -0.021 -0.002 -0.621
H -17.450205 29.104173 13.883702 0.495 -0.158 -0.697
H -17.527489 27.475417 13.134100 0.610 0.501 0.504
H -16.650169 27.861702 14.686055 0.287 -0.550 -0.207
H -14.283502 27.439202 14.203277 -0.009 -0.842 0.587
H -13.460509 28.332863 12.979269 -0.563 0.249 -0.004
H -14.287665 29.178349 14.342512 0.344 -0.127 -0.090
H -13.670485 30.587794 12.512837 -0.171 -0.460 -0.018
H -13.707688 31.785061 11.287089 -0.240 0.152 -0.215
H -14.504531 32.063982 12.836157 -0.344 -0.066 -0.156
H -16.525372 32.628592 11.282076 0.449 1.015 -0.318
H -16.992934 31.799010 12.802789 0.335 -0.032 -0.615
H -17.569235 31.240748 11.181137 0.174 0.389 0.496
O -17.578659 28.141224 -1.079147 0.064 -1.193 -1.667
P -17.308779 29.112318 -0.048457 -0.198 2.797 2.861
N -17.787396 30.686066 -0.446067 -0.281 0.154 -0.550
C -18.901978 30.911958 -1.394135 0.739 -0.610 -0.139
C -17.835264 31.675219 0.637579 -1.141 -0.721 0.349
N -15.763978 29.471112 0.580190 -0.805 -1.115 -0.500
C -14.910894 30.447067 -0.059120 0.653 0.626 -0.677
C -15.020167 28.271488 1.028207 -1.237 0.413 0.247
N -18.118399 28.673196 1.361569 -0.192 -0.956 -0.173
C -19.302787 27.790780 1.278450 0.361 -0.181 -0.456
C -17.956331 29.239730 2.694503 -1.088 -0.456 0.770
H -18.866498 30.166205 -2.199448 0.040 0.225 0.263
H -18.837463 31.909045 -1.832285 0.301 0.049 -0.037
H -19.887288 30.871498 -0.931410 -0.162 -0.212 0.377
H -18.882052 31.635081 1.053522 0.853 0.402 -0.063
H -17.644498 32.682015 0.262859 0.051 -0.049 0.019
H -17.159749 31.427055 1.467437 -0.134 0.178 -0.444
H -14.057734 30.637288 0.588250 0.128 -0.051 0.298
H -14.456824 30.103838 -1.018585 -0.486 0.128 0.352
H -15.381446 31.439242 -0.214266 -0.017 -0.853 0.008
H -14.509420 27.787392 0.216864 0.293 -0.336 -0.536
H -14.300335 28.593720 1.753145 0.537 0.084 0.540
H -15.712929 27.551535 1.503748 0.307 0.386 -0.258
H -20.239579 28.344758 1.196583 -0.127 0.266 0.280
H -19.316973 27.103897 0.417955 0.554 0.456 0.139
H -19.326404 27.159094 2.166342 -0.060 0.122 0.139
H -16.934344 29.618388 2.857941 -0.712 0.238 -0.138
H -18.144663 28.432866 3.458420 0.415 0.382 -0.667
H -18.798699 29.966478 2.931271 1.318 -0.257 -0.324
O -20.285750 26.773638 5.463589 0.449 0.001 0.114
P -19.607108 27.054284 6.759981 -1.410 -1.443 -0.067
N -20.357894 26.211999 8.003593 -0.467 -0.105 -0.622
C -21.811918 26.032524 7.950167 0.140 0.801 0.741
C -19.732377 25.703521 9.187689 0.449 0.759 1.103
N -19.709868 28.611708 7.161033 0.463 2.618 -0.533
C -19.775616 29.102883 8.522726 -0.136 0.868 0.674
C -19.128450 29.634570 6.179511 1.221 -2.013 1.104
N -18.037459 26.609128 6.791430 1.556 0.142 -0.291
C -16.988449 27.275011 7.596455 -0.107 -0.350 -1.114
C -17.487376 25.583597 5.880532 0.728 1.131 0.918
H -22.144471 26.539138 7.059351 -0.435 0.025 -0.339
H -22.318491 26.494651 8.831929 0.402 -0.096 -0.411
H -22.141177 24.999009 7.966459 0.351 -0.354 -0.184
H -20.157020 24.750516 9.441834 -0.368 -0.527 0.138
H -19.858249 26.387620 10.089240 0.184 -0.562 -0.884
H -18.666335 25.526388 9.040368 0.063 0.246 -0.055
H -20.629912 28.713010 9.091913 -0.022 -0.112 -0.348
H -18.900154 28.868211 9.143203 0.047 0.247 -0.135
H -19.932061 30.207232 8.448823 0.204 -0.952 0.303
H -19.438417 29.324655 5.179126 0.016 0.328 0.092
H -19.457331 30.622713 6.467149 -0.317 0.067 -0.103
H -17.982204 29.598590 6.246927 -1.549 0.034 -0.199
H -17.357373 27.992718 8.313212 -0.215 0.266 -0.059
H -16.448606 26.539755 8.152951 0.265 -0.857 0.701
H -16.188159 27.701901 6.958631 -0.623 0.251 -0.036
H -18.214106 25.210525 5.211012 -0.987 -0.117 -0.687
H -17.169930 24.727756 6.485863 0.564 0.057 -0.198
H -16.672741 26.064070 5.271805 -0.443 -0.748 0.634
C -14.266460 25.749776 3.524716 -0.070 0.554 -0.654
O -13.219847 25.337141 4.302050 1.240 -0.756 1.861
C -13.484435 24.589606 5.554081 1.305 2.001 -1.230
C -14.297877 23.399123 5.335887 0.352 -1.280 -0.535
O -13.631232 22.669544 4.295604 -0.526 -0.177 0.410
C -14.380138 21.583148 3.822052 -1.493 1.212 -0.454
C -15.652733 21.994510 2.995581 0.495 -1.386 1.187
O -16.772300 22.062759 3.866443 0.481 -0.998 -0.075
C -17.861021 22.694771 3.247857 0.072 0.290 0.797
H -14.907165 24.934146 3.257825 -0.815 -0.508 -0.144
H -13.837734 26.123378 2.589988 0.032 -0.025 0.030
H -14.830935 26.584070 3.945996 -0.326 0.054 0.287
H -13.973473 25.263772 6.251898 0.002 0.130 0.378
H -12.467736 24.327305 5.901026 -0.689 0.179 -0.032
H -15.332914 23.610905 5.123066 -0.442 0.153 -0.557
H -14.303391 22.805412 6.241107 0.056 -0.233 0.484
H -14.748432 20.923688 4.626831 0.130 0.114 -0.053
H -13.744188 21.029185 3.166445 0.575 -0.403 -0.350
H -15.724536 21.185733 2.259988 -0.625 -0.036 -0.150
H -15.639482 22.922323 2.455142 0.829 0.651 -0.312
H -18.293805 22.190643 2.404179 0.071 -0.565 -0.579
H -17.479802 23.659094 2.921645 -0.638 0.583 -0.099
H -18.641729 22.740101 4.007809 0.018 0.444 -0.112
C -19.309312 32.568589 4.353290 0.330 -0.908 0.843
O -17.999876 32.254441 3.849440 -2.428 -0.414 -0.227
C -17.230429 33.393808 3.830696 1.869 0.424 1.542
C -17.843922 34.676915 3.326933 0.002 0.752 2.321
O -18.325691 34.504292 2.073471 -0.378 -0.630 -1.925
C -18.552435 35.708015 1.414651 -0.738 -0.007 -1.996
C -19.621433 35.575155 0.302920 -0.123 1.429 0.529
O -20.925331 35.470126 0.827228 -0.164 -1.029 0.429
C -21.282994 34.113929 1.110345 -0.520 -0.561 -1.122
H -19.886552 31.652231 4.407088 0.001 -0.259 -0.321
H -19.833764 33.282550 3.738197 -0.102 0.200 -0.253
H -19.274824 32.924129 5.400940 0.258 0.180 -0.365
H -16.372313 33.150788 3.186174 -0.013 0.194 0.233
H -16.882641 33.508290 4.910314 0.010 0.563 -1.198
H -17.052932 35.457550 3.394636 -0.239 -0.321 -0.121
H -18.706799 35.036563 3.949983 0.847 -0.176 0.088
H -17.677265 36.016571 0.849905 0.710 0.212 0.227
H -18.837567 36.498206 2.101594 -0.199 0.178 0.180
H -19.427396 34.782572 -0.421725 0.250 -0.260 0.147
H -19.628350 36.538920 -0.267873 0.211 -0.665 0.422
H -22.356564 34.095163 1.393427 0.798 0.058 0.009
H -20.647653 33.564887 1.815577 -0.117 0.667 0.315
H -21.166623 33.497846 0.182713 -0.290 0.456 0.318
C -13.384021 28.998405 5.363816 -0.322 -2.073 0.693
O -13.516060 30.370053 5.388534 0.219 0.144 0.367
C -14.746636 30.757701 4.885085 -1.691 0.226 -0.004
C -15.778592 31.049429 6.071175 2.133 -1.333 -0.708
O -15.182552 32.141808 6.697231 -0.059 1.316 0.558
C -15.611962 32.523833 7.995053 0.389 0.034 -0.282
C -16.409831 33.788199 7.986901 -0.992 0.393 -1.278
O -17.736017 33.548663 7.457579 0.943 0.159 0.168
C -18.565681 32.957296 8.413370 -0.216 0.258 0.482
H -13.432643 28.581045 4.345207 -0.037 0.184 0.040
H -14.168782 28.382824 5.976623 1.075 1.247 -0.734
H -12.396610 28.777541 5.753017 0.085 -0.234 0.171
H -15.047229 29.997927 4.112441 -0.397 0.670 0.724
H -14.597132 31.709013 4.378983 -0.112 0.157 -0.090
H -15.721554 30.226346 6.792020 -0.304 -0.417 -0.183
H -16.787301 31.182744 5.733790 -0.526 0.410 -0.294
H -14.730052 32.764302 8.579125 0.507 -0.273 0.148
H -16.160664 31.738879 8.520795 0.036 -0.242 -0.107
H -15.984730 34.526975 7.278455 0.065 -0.417 0.499
H -16.427791 34.225685 8.997019 -0.275 -0.033 -0.109
H -18.753265 33.703493 9.204182 -0.136 -0.392 0.113
H -18.185602 32.026254 8.838095 0.387 0.024 0.205
H -19.485241 32.659075 7.948543 -0.683 0.155 -0.365
C -22.529735 28.918670 4.167833 -0.828 0.926 -1.491
O -23.716011 29.569014 3.587060 0.192 -1.268 1.281
C -24.705591 29.544941 4.612067 0.370 1.371 0.863
C -26.034648 29.942784 4.086541 -1.104 1.145 -1.041
O -26.790234 28.864317 3.531325 1.564 0.754 0.941
C -28.015614 29.366294 3.161444 -0.993 -0.529 -0.576
C -28.664310 28.300040 2.300529 -0.813 0.427 -0.304
O -28.022474 27.977549 1.089990 0.112 -0.327 -0.117
C -28.045268 28.880251 0.011622 -0.749 0.374 0.084
H -21.815756 28.890180 3.327150 -0.026 -0.121 0.678
H -22.778881 27.913585 4.523082 0.209 0.120 -0.025
H -22.210783 29.561833 4.983887 0.504 -0.141 0.234
H -24.464776 30.350386 5.398486 0.066 -1.240 -0.746
H -24.776192 28.562659 5.104541 0.138 0.219 -0.021
H -25.864928 30.728775 3.262459 -0.208 -0.869 1.033
H -26.685491 30.438262 4.872024 0.810 -0.476 -0.493
H -27.901195 30.324062 2.649907 -0.041 0.119 -0.373
H -28.686798 29.574238 4.024689 0.283 -0.190 -0.116
H -29.698912 28.647797 2.108357 0.108 -0.335 -0.019
H -28.669537 27.359219 2.864885 -0.125 0.260 -0.078
H -27.664177 28.348902 -0.861366 -0.205 -0.043 0.075
H -27.387856 29.717464 0.181324 0.410 0.496 0.166
H -29.056164 29.321458 -0.214265 0.572 -0.629 0.261
C -25.035540 21.941230 13.061963 0.632 -0.204 -0.098
O -23.853256 22.688353 13.152781 0.582 0.622 -0.043
C -23.471764 23.429489 11.955416 -0.377 -2.509 1.187
C -22.487811 24.473395 12.316220 1.456 0.314 -0.205
O -23.031851 25.437655 13.187739 -1.130 1.499 -0.927
C -23.578439 26.610646 12.487648 1.801 -1.168 -0.356
C -22.443028 27.508325 11.996056 -1.007 0.759 -0.662
O -21.633141 27.923527 13.018134 0.204 0.616 1.277
C -20.500394 28.636340 12.610117 0.379 -0.126 -0.832
H -25.212297 21.446710 14.015043 -0.002 0.324 0.249
H -24.977762 21.094542 12.350661 -0.052 0.498 -0.291
H -25.816612 22.649612 12.843475 -0.905 -0.163 -0.295
H -24.307197 23.877672 11.461695 -1.042 0.402 -0.163
H -23.104306 22.637648 11.299628 0.484 0.542 -0.408
H -22.173224 24.931937 11.333693 0.187 -0.443 0.965
H -21.615648 24.058320 12.893516 -0.649 0.172 -0.914
H -24.185245 27.114476 13.203273 -0.460 0.394 0.524
H -24.170023 26.363947 11.584534 0.021 -0.265 0.476
H -22.869863 28.395829 11.476171 -0.241 -0.207 0.162
H -21.822210 27.065242 11.242857 0.263 -0.892 -0.696
H -19.815340 28.001927 12.032683 -0.112 0.025 -0.210
H -19.985343 28.889594 13.499693 0.535 0.393 0.935
H -20.649214 29.578776 12.029477 -0.484 -0.578 0.234
C -25.999834 23.913803 3.691663 0.471 -0.157 -0.316
O -25.917249 25.323728 3.546139 0.069 0.126 0.686
C -24.630196 25.869360 3.807785 0.115 0.012 -0.337
C -23.539038 25.470667 2.822748 0.743 0.359 -0.750
O -22.919768 24.213139 3.131968 -1.688 0.763 -0.756
C -21.834671 24.332905 3.968447 0.819 -1.884 1.023
C -20.601524 24.774318 3.261682 -0.824 0.340 -1.174
O -20.232101 23.928895 2.188930 0.006 -0.330 -0.557
C -20.829701 24.153706 0.921549 0.293 0.563 -0.122
H -25.738934 23.489769 4.691143 -0.187 0.747 -0.256
H -25.256665 23.501472 3.005362 -0.336 -0.554 -0.095
H -27.027022 23.605727 3.436862 0.497 0.185 0.006
H -24.255881 25.573421 4.776205 -0.036 -0.321 0.802
H -24.735667 26.956657 3.852374 -0.233 -0.202 -0.404
H -22.730719 26.251459 2.736243 -0.885 -0.464 0.348
H -23.939647 25.377141 1.809197 -0.182 -0.037 0.108
H -21.744560 23.317286 4.391680 0.536 0.058 -0.245
H -21.952129 24.920828 4.856921 -0.492 1.013 0.455
H -19.796499 24.820820 3.925648 1.266 -0.204 1.114
H -20.728923 25.823916 2.976430 -0.020 -0.053 -0.478
H -21.753336 23.644572 0.710214 -0.621 -0.506 0.587
H -20.171732 23.853817 0.104260 0.480 -0.026 0.356
H -21.033180 25.209254 0.790896 -0.020 0.475 -0.055